# 1
{"formula": "C67H47N7O2Pb", "method": "ωB97M-V with the def2-TZVPD basis set", "de_lowest_kcal_mol": 0.0, "gap_ev": 5.34, "fmax_ev_per_a": 0.5, "molar_mass_g_mol": 1189.36, "lumo_ev": -0.59, "species": ["Pb", "C", "C", "C", "C", "C", "C", "C", "C", "C", "C", "C", "C", "C", "C", "C", "C", "C", "C", "C", "N", "C", "C", "C", "C", "C", "C", "C", "C", "C", "C", "C", "C", "N", "C", "C", "C", "C", "C", "N", "C", "C", "C", "C", "C", "C", "C", "C", "N", "H", "H", "H", "H", "H", "H", "H", "H", "H", "H", "H", "H", "H", "H", "H", "H", "H", "H", "H", "H", "H", "H", "H", "H", "H", "H", "H", "H", "C", "O", "C", "N", "C", "C", "C", "C", "C", "C", "C", "C", "C", "C", "C", "C", "N", "C", "N", "C", "C", "O", "C", "C", "C", "C", "C", "C", "H", "H", "H", "H", "H", "H", "H", "H", "H", "H", "H", "H", "H", "H", "H", "H", "H", "H", "H"], "coordinates": [[-0.45469, -0.43572, 0.09754], [-3.06937, 2.96521, -6.51944], [-3.65824, 1.91825, -5.82297], [-3.04587, 1.40525, -4.68600], [-1.83897, 1.92818, -4.22699], [-1.25886, 2.98070, -4.93324], [-1.86565, 3.49540, -6.07283], [-1.19827, 1.37170, -2.98813], [-0.28849, 0.32433, -3.15584], [0.16151, -0.17397, -4.46722], [0.97313, -1.21592, -4.24533], [1.03985, -1.43009, -2.78749], [1.66805, -2.48528, -2.18635], [2.11366, -3.61598, -3.06342], [1.22754, -4.19147, -3.97288], [1.61568, -5.25892, -4.77381], [2.89452, -5.78278, -4.66195], [3.77718, -5.24033, -3.73447], [3.38516, -4.17582, -2.93822], [1.75145, -2.84943, -0.75157], [1.94540, -2.11332, 0.41274], [1.68159, -2.85341, 1.52985], [1.69458, -2.01905, 2.79112], [2.55331, -2.70361, 3.87929], [2.13913, -3.98986, 4.24097], [2.77784, -4.70725, 5.23649], [3.84900, -4.14523, 5.91993], [4.25002, -2.86106, 5.59726], [3.61039, -2.14115, 4.58983], [1.42600, 0.60419, 2.58282], [1.46423, 1.39884, 3.73506], [0.41766, 2.32021, 3.59752], [-0.19860, 2.05278, 2.35930], [0.44064, 1.00196, 1.76943], [-1.25263, 2.76914, 1.68854], [-1.63622, 2.61024, 0.38034], [-2.50614, 3.50340, -0.35499], [-2.45431, 3.14468, -1.65788], [-1.56927, 1.99054, -1.76108], [-1.13802, 1.66552, -0.52936], [-1.92991, 3.83121, 2.49329], [-1.52885, 5.16044, 2.42960], [-2.17032, 6.12670, 3.19548], [-3.21488, 5.77058, 4.03617], [-3.61488, 4.44204, 4.11296], [-2.97285, 3.47836, 3.34779], [1.42472, -4.13917, 1.11782], [1.48323, -4.13376, -0.28984], [0.28402, -0.42628, -2.18985], [-3.54546, 3.36729, -7.40558], [-4.59690, 1.49935, -6.16602], [-3.50329, 0.58779, -4.13893], [-0.32072, 3.39377, -4.57944], [-1.39993, 4.31213, -6.61143], [-0.11897, 0.24987, -5.41993], [1.50436, -1.79811, -4.98146], [0.22282, -3.79292, -4.04719], [0.91220, -5.68896, -5.47629], [3.19745, -6.61867, -5.28053], [4.77356, -5.65206, -3.62967], [4.06466, -3.77209, -2.20050], [1.27801, -4.42737, 3.75159], [2.43106, -5.70242, 5.48666], [4.35266, -4.69890, 6.70260], [5.07121, -2.40014, 6.13314], [3.94092, -1.13990, 4.37568], [2.17129, 1.31920, 4.54829], [0.15456, 3.11277, 4.28345], [-3.04064, 4.33824, 0.07260], [-2.94369, 3.62957, -2.48857], [-0.71130, 5.43384, 1.77257], [-1.85178, 7.16002, 3.13444], [-3.71426, 6.52389, 4.63278], [-4.42758, 4.15660, 4.76984], [-3.27422, 2.43784, 3.40761], [1.19437, -4.98840, 1.73697], [1.29788, -4.97505, -0.93876], [-5.22025, -0.72488, 1.73004], [-4.33193, -1.08447, 2.81993], [-3.09154, -1.10966, 2.28606], [-2.95749, -0.74360, 1.07963], [-4.26207, -0.28609, 0.59923], [-4.61095, -0.81203, -0.77166], [-3.75955, -1.65852, -1.47177], [-4.10335, -2.10484, -2.74256], [-5.30349, -1.71737, -3.31940], [-6.15903, -0.87044, -2.62394], [-5.81074, -0.41717, -1.36081], [-1.97446, -1.42216, 3.22151], [-2.15507, -1.22432, 4.57505], [-1.03046, -1.29449, 5.38561], [0.19762, -1.55016, 4.81907], [0.28641, -1.79104, 3.44082], [-0.79292, -1.74040, 2.67968], [2.21383, -0.61779, 2.17946], [2.10350, -0.73496, 0.68187], [3.35019, -0.06941, 0.21581], [4.34677, -0.54174, 1.24796], [3.59576, -0.43065, 2.45172], [3.71491, -0.14666, -1.23814], [3.10066, 0.74605, -2.11493], [3.43744, 0.76002, -3.45688], [4.41364, -0.10621, -3.93593], [5.04623, -0.98000, -3.06566], [4.69583, -1.00306, -1.72063], [-5.80303, -1.60435, 1.45791], [-5.88096, 0.06305, 2.08144], [-4.21386, 0.80737, 0.53629], [-2.82552, -1.97724, -1.02433], [-3.42503, -2.75494, -3.28217], [-5.56951, -2.06557, -4.30960], [-7.09430, -0.55504, -3.07036], [-6.47269, 0.26238, -0.83204], [-3.13343, -0.99132, 4.97162], [-1.11249, -1.12137, 6.45121], [1.08584, -1.56360, 5.43459], [3.14057, 0.97886, 0.43671], [4.66221, -1.57616, 1.07903], [5.22010, 0.10189, 1.32941], [2.33690, 1.41923, -1.73872], [2.93759, 1.44502, -4.13032], [4.68175, -0.09711, -4.98510], [5.80864, -1.65513, -3.43405], [5.19090, -1.70177, -1.05602]]}

# 2
{"formula": "C3H6N3P", "method": "ωB97M-V with the def2-TZVPD basis set", "de_lowest_kcal_mol": 95.8, "gap_ev": [6.44, 8.06], "fmax_ev_per_a": 3.5, "molar_mass_g_mol": 115.08, "lumo_ev": [-1.65, -0.10], "species": ["C", "C", "C", "N", "N", "N", "P", "H", "H", "H", "H", "H", "H"], "coordinates": [[-1.80394, -0.68247, -0.27612], [-1.81375, 0.73801, 0.08263], [-0.60448, -1.27699, -0.14319], [-0.94248, 1.45494, 0.56023], [0.39527, -0.63343, 0.33695], [2.38527, 0.98293, -0.29187], [2.15992, -0.57301, 0.27198], [-2.81796, -1.18538, -0.53294], [-2.80123, 1.32294, 0.01723], [-0.54436, -2.35710, -0.52912], [2.10657, 0.92641, -1.24263], [1.86655, 1.68066, 0.15280], [2.41463, -0.39753, 1.59406]]}

# 3
{"formula": "I2Li2N2O6", "method": "ωB97M-V with the def2-TZVPD basis set", "gap_ev": 5.21, "fmax_ev_per_a": 1.5, "molar_mass_g_mol": 391.70, "charge": -2, "lumo_ev": 3.89, "species": ["Li", "Li", "N", "O", "O", "O", "N", "O", "O", "O", "I", "I"], "coordinates": [[0.41661, -2.51011, -0.46765], [-0.45265, 0.05112, 0.74366], [1.89709, 1.49176, 1.24428], [1.33511, 0.92734, 0.23901], [3.10267, 1.82334, 1.13538], [1.28071, 1.59492, 2.29818], [-1.40742, -0.62933, -2.33486], [-1.92697, 0.48465, -2.31172], [-0.94329, -1.13244, -1.25027], [-1.36876, -1.32315, -3.36303], [-2.44549, 1.32964, 1.96225], [0.51237, -2.10774, 2.10477]]}